# 1
A 2-piece molecular cluster, C3H7OPS overall. Source: the Open Molecules 2025 dataset; level of theory: ωB97M-V/def2-TZVPD.

Values from the calculation:
E_LUMO (alpha / beta), eV: -2.0 / -1.2
Frontier orbital gap (alpha / beta), Eh: 0.2488 / 0.2692
Total charge: 0

CARTESIAN COORDINATES (ANGSTROEM)
C (1.8299, 0.5275, -0.6540)
C (1.8988, -0.2738, 0.6522)
C (0.6325, -0.0193, 0.0391)
O (-2.6138, -0.0113, 0.6954)
P (-3.4767, -0.0317, -0.4713)
S (-0.5753, 1.1336, 0.7374)
H (2.1112, 1.5805, -0.5324)
H (2.1670, 0.0707, -1.6766)
H (2.2356, -1.4132, 0.6980)
H (2.2033, 0.3072, 1.4439)
H (0.1551, -0.8802, -0.4381)
H (-2.5326, -0.6002, -1.4809)
H (-3.6196, 1.1915, -1.1947)

---

# 2
A 2-piece molecular cluster, C3H7OS overall. Source: the Open Molecules 2025 dataset; level of theory: ωB97M-V/def2-TZVPD.

Values from the calculation:
E_LUMO, eV: 4.1
Frontier orbital gap, Eh: 0.2403
Total charge: -1

CARTESIAN COORDINATES (ANGSTROEM)
C (0.9884, -1.1547, 1.2903)
S (1.9153, -0.9548, -0.2545)
H (1.5514, -0.7443, 2.1439)
H (-0.0045, -0.7141, 1.2657)
H (0.7727, -2.1893, 1.5658)
O (-2.0122, -0.4492, -0.9615)
C (-1.0065, 0.1272, -1.2860)
C (-0.5344, 1.3387, -0.5354)
H (-0.4630, -0.1642, -2.2047)
H (0.3553, 1.0788, 0.0321)
H (-1.3569, 1.6469, 0.0888)
H (-0.2056, 2.1790, -1.1445)

---

# 3
An isolated ion of composition C3H7OS and charge -1. Source: the Open Molecules 2025 dataset; level of theory: ωB97M-V/def2-TZVPD.

Values from the calculation:
E_LUMO, eV: 3.5
Frontier orbital gap, Eh: 0.2170
Structure (SMILES): [O-]CCCS
Total charge: -1

CARTESIAN COORDINATES (ANGSTROEM)
O (1.9650, -0.0604, -0.2196)
C (1.1069, -1.0966, 0.1062)
C (-0.4287, -0.6447, 0.0429)
C (-0.3596, 0.9232, 0.3255)
S (-1.4584, 2.3000, -0.2274)
H (1.2327, -1.9171, -0.5735)
H (1.3463, -1.4456, 1.1289)
H (-1.0758, -1.2289, 0.7578)
H (-0.7657, -0.9045, -0.9983)
H (-0.0694, 1.2201, 1.3617)
H (0.4630, 1.1106, -0.4002)
H (-1.9563, 1.7439, -1.3039)

---

# 4
A 2-piece molecular cluster, C3H7P overall. Source: the Open Molecules 2025 dataset; level of theory: ωB97M-V/def2-TZVPD.

Values from the calculation:
E_LUMO (alpha / beta), eV: 0.0 / 0.2
Frontier orbital gap (alpha / beta), Eh: 0.3140 / 0.2894
Total charge: 0

CARTESIAN COORDINATES (ANGSTROEM)
C (0.6369, 0.8008, -0.3925)
C (-0.8852, -0.2553, 1.6797)
C (0.3629, -0.2742, -1.3350)
P (1.3629, 1.7454, 0.6848)
H (-0.7358, -0.9694, 2.4478)
H (-1.3563, 0.6936, 2.0743)
H (-1.0582, -0.6148, 0.7554)
H (1.2772, -0.9680, -1.3582)
H (0.3567, 0.1268, -2.3138)
H (-0.5975, -0.9886, -1.1428)
H (2.1540, 2.7477, -0.3122)

---

# 5
One molecule with the formula C3H7P. Source: the Open Molecules 2025 dataset; level of theory: ωB97M-V/def2-TZVPD.

Values from the calculation:
E_LUMO, eV: 1.0
Frontier orbital gap, Eh: 0.3316
Structure (SMILES): C=P(=C)C
Total charge: 0

CARTESIAN COORDINATES (ANGSTROEM)
C (0.0739, 1.4328, -0.1636)
P (0.1224, -0.1711, -1.1081)
C (-1.5023, 0.0001, -0.2957)
C (1.1263, -1.1878, 0.0916)
H (-0.3047, 2.3489, -0.4857)
H (0.4109, 1.5064, 0.8862)
H (-1.6601, -0.4059, 0.6957)
H (-2.3263, 0.5004, -0.7636)
H (0.5727, -1.5938, 0.9182)
H (1.7638, -0.4759, 0.5678)
H (1.7235, -1.9543, -0.3428)

---

# 6
One molecule with the formula C3H7PS. Source: the Open Molecules 2025 dataset; level of theory: ωB97M-V/def2-TZVPD.

Values from the calculation:
E_LUMO, eV: 0.9
Frontier orbital gap, Eh: 0.3661
Structure (SMILES): C=CCPS
Total charge: 0

CARTESIAN COORDINATES (ANGSTROEM)
C (0.0611, -1.4231, 1.5208)
C (0.7440, -0.5883, 0.7143)
C (0.1413, -0.3253, -0.6063)
P (0.4473, 1.5059, -1.0262)
S (-1.5156, 2.1230, -1.3183)
H (0.3768, -1.7273, 2.4828)
H (-0.9428, -1.7713, 1.2424)
H (1.8654, -0.4734, 0.8898)
H (0.3910, -1.1005, -1.2798)
H (-0.9478, -0.5256, -0.4042)
H (0.5300, 1.8873, 0.3035)
H (-1.1507, 2.4185, -2.5189)

---

# 7
A 2-piece molecular cluster, C3H7S overall. Source: the Open Molecules 2025 dataset; level of theory: ωB97M-V/def2-TZVPD.

Values from the calculation:
E_LUMO, eV: 3.9
Frontier orbital gap, Eh: 0.2310
Total charge: -1

CARTESIAN COORDINATES (ANGSTROEM)
S (1.7747, 0.7799, -1.4416)
H (1.4589, 1.8295, -2.1533)
C (-2.2709, 0.1241, 0.9060)
C (-1.3543, -0.9988, 1.2838)
C (-0.0339, -1.1146, 0.9195)
H (-1.7285, 1.0853, 1.2338)
H (-2.5906, 0.3388, -0.1639)
H (-3.1586, 0.0359, 1.5286)
H (-1.5325, -1.8820, 2.0201)
H (0.6616, -1.8950, 1.2224)
H (0.4498, -0.0554, 0.7219)

---

# 8
A 2-piece molecular cluster, C3H7S overall. Source: the Open Molecules 2025 dataset; level of theory: ωB97M-V/def2-TZVPD.

Values from the calculation:
E_LUMO, eV: 3.5
Frontier orbital gap, Eh: 0.2147
Total charge: -1

CARTESIAN COORDINATES (ANGSTROEM)
S (1.4670, 0.8858, 3.8650)
H (0.9889, 1.4868, 2.7751)
C (-1.1544, -0.5157, -1.3989)
C (0.2564, -0.1556, -0.9821)
C (0.6605, 0.2865, 0.2310)
H (-1.8307, 0.2119, -0.9311)
H (-1.4593, -1.5114, -1.0242)
H (-1.4240, -0.6414, -2.4430)
H (1.0318, -0.7300, -1.4816)
H (1.4825, -0.2787, 0.6573)
H (-0.0188, 0.9619, 0.7325)

---

# 9
A 2-piece molecular cluster, C3H7S overall. Source: the Open Molecules 2025 dataset; level of theory: ωB97M-V/def2-TZVPD.

Values from the calculation:
E_LUMO, eV: 3.8
Frontier orbital gap, Eh: 0.2260
Total charge: -1

CARTESIAN COORDINATES (ANGSTROEM)
S (-2.2829, -1.5927, 2.3812)
H (-3.4312, -2.2871, 2.4183)
C (1.3923, 0.3719, 0.2948)
C (0.7163, 0.1882, -1.0342)
C (-0.4573, 0.7130, -1.3358)
H (1.2023, -0.4561, 0.9842)
H (1.0263, 1.2172, 0.8537)
H (2.4449, 0.4001, 0.0018)
H (1.3468, -0.2834, -1.7825)
H (-1.0028, 0.4618, -2.2342)
H (-0.9548, 1.2670, -0.5474)

---

# 10
A 2-piece molecular cluster, C3H7S overall. Source: the Open Molecules 2025 dataset; level of theory: ωB97M-V/def2-TZVPD.

Values from the calculation:
E_LUMO, eV: 4.1
Frontier orbital gap, Eh: 0.2448
Total charge: -1

CARTESIAN COORDINATES (ANGSTROEM)
S (-0.5494, -1.5255, 1.4778)
H (-0.7346, -2.0658, 0.2606)
C (0.7169, 1.7249, 0.0358)
C (0.6630, 1.2264, -1.3800)
C (-0.2929, 0.4116, -1.8051)
H (-0.2051, 2.2532, 0.2769)
H (0.8478, 0.8847, 0.7198)
H (1.5486, 2.4141, 0.2222)
H (1.4621, 1.5104, -2.0583)
H (-0.2588, 0.0891, -2.8413)
H (-0.8758, -0.1808, -1.1074)

---

# 11
C3H8AuO2 as an isolated structure. Source: the Open Molecules 2025 dataset; level of theory: ωB97M-V/def2-TZVPD.

Values from the calculation:
E_LUMO (alpha / beta), eV: -3.0 / -8.3
Frontier orbital gap (alpha / beta), Eh: 0.4197 / 0.2577
Total charge: +1
Multiplicity: 3

CARTESIAN COORDINATES (ANGSTROEM)
C (0.5434, 1.6639, 0.3934)
C (-0.7265, 0.9000, 0.0853)
O (-0.3704, -0.5139, 0.0164)
C (-1.3155, -1.3553, -0.5947)
Au (1.6327, -0.0171, 0.2919)
H (0.7531, 2.4139, -0.3839)
H (0.4957, 2.1381, 1.3856)
H (-1.1727, 1.1754, -0.8848)
H (-1.4961, 0.9699, 0.8713)
H (-1.1926, -2.3767, -0.2071)
H (-2.3362, -0.9920, -0.3955)
O (2.9474, -1.0983, 0.1852)
H (3.3769, -1.5423, 0.9151)
H (-1.1392, -1.3656, -1.6781)

---

# 12
C3H8B3ErFO4 as an isolated structure. Source: the Open Molecules 2025 dataset; level of theory: ωB97M-V/def2-TZVPD.

Values from the calculation:
E_LUMO (alpha / beta), eV: -13.2 / -16.3
Frontier orbital gap (alpha / beta), Eh: 0.2988 / 0.1632
Total charge: +3
Multiplicity: 4

CARTESIAN COORDINATES (ANGSTROEM)
C (-1.0717, -1.4732, -0.7028)
C (-0.0465, -1.9617, 0.4904)
C (0.6356, -0.6740, 1.3112)
O (-0.3601, 0.3209, 1.7458)
B (-0.1163, 1.6338, 1.0936)
O (1.0264, 2.5467, 1.4483)
B (1.6699, 2.8167, 0.1227)
O (0.8050, 3.3372, -0.9948)
B (-0.1853, 2.2167, -1.1719)
F (-0.2336, 1.3485, -2.3918)
O (-1.0930, 2.0101, 0.0116)
H (-1.7661, -0.5847, -0.3690)
H (-0.4208, -1.2516, -1.6515)
H (-1.8127, -2.3572, -1.0075)
H (-0.5328, -2.7271, 1.2300)
H (0.8836, -2.5061, -0.0231)
H (1.1989, -1.1460, 2.2509)
H (1.4352, -0.2309, 0.5433)
H (2.8241, 2.5937, -0.0983)
Er (-2.8397, -3.9119, -1.8369)

---

It is found that the F_max values, taken in the order of the records, are 5.44; 1.01; 2.63; 4.07; 4.04; 3.19; 4.58; 2.44; 1.03; 1.17; 8.60; 5.91 eV/A.